7
Properties=species:S:1:pos:R:3:forces:R:3 method="wB97M-V/def2-TZVPD" relative_energy_ev=2.2625 homo_ev=-8.4 largest_force_ha_per_bohr=0.0986 orbital_gap_ev=7.9804
C -0.844152 0.437476 -0.556506 2.1 -2.4 3.9
C 0.712767 -0.348843 0.502420 -4.5 2.0 -1.1
S -2.240970 -0.167305 -0.178301 -0.6 0.1 -0.4
Cl 2.016970 0.295315 -0.420194 1.0 0.1 0.6
H -0.530802 1.251324 -1.140274 0.4 0.9 -1.0
H 0.446446 -0.141351 1.617156 1.2 0.0 -2.2
H 0.439740 -1.326618 0.175700 0.4 -0.8 0.2



103
Properties=species:S:1:pos:R:3:forces:R:3 method="wB97M-V/def2-TZVPD" relative_energy_ev=0.2163 homo_ev="-15.1 / -15.1" spin_multiplicity=3 largest_force_ha_per_bohr=0.0857 charge=+3 orbital_gap_ev="7.3276 / 3.6283"
Cu 3.453184 -1.041135 -0.628532 -0.4 1.3 -0.2
Cu -0.887087 -3.299151 0.326393 0.5 -0.2 -0.5
O 0.119729 0.819022 0.356310 -0.7 -1.2 0.3
C 0.507484 -0.455270 0.563209 1.4 -1.1 -0.4
O 1.693925 -0.749635 0.701977 -0.5 0.3 0.0
O -0.457317 -1.332133 0.559745 -1.3 -0.9 -0.1
H -0.834770 0.704562 0.160449 0.3 0.8 -0.2
C -3.309646 2.215746 -1.367335 -0.6 0.0 0.0
O -2.058678 1.654728 -1.714357 0.1 -0.2 -0.4
C -1.816368 1.878038 -3.108727 0.1 -0.3 -0.3
C -0.407604 1.489154 -3.521401 0.5 -0.8 1.3
N 0.681222 2.082496 -2.730380 -0.3 1.3 -0.1
C 0.717559 3.558789 -2.812072 0.6 0.1 0.2
C 1.893811 4.119159 -2.021847 -0.7 0.5 0.4
O 1.808089 3.885392 -0.620784 0.6 -0.9 0.2
C 0.651613 4.379118 0.008564 0.3 0.4 0.0
H -4.147023 1.965667 -2.032192 0.4 -0.3 -0.4
H -3.262628 3.306890 -1.384715 0.1 0.0 0.5
H -3.610419 1.782932 -0.414665 0.2 0.4 0.3
H -2.016198 2.925216 -3.350497 -0.1 0.0 0.0
H -2.491249 1.226384 -3.677622 -0.2 0.3 -0.1
H -0.298812 1.617192 -4.597429 0.2 0.3 0.0
H -0.240653 0.426130 -3.297133 -0.5 -0.1 -0.4
H 0.411072 1.963432 -1.756709 0.2 -0.6 0.1
H -0.188256 3.982595 -2.368027 -0.1 0.2 -0.5
H 0.871417 3.919856 -3.831234 -0.4 -0.2 -0.1
H 1.902941 5.208467 -2.141513 0.2 0.0 -0.4
H 2.822907 3.675900 -2.376492 0.1 0.1 0.1
H -0.221503 3.845881 -0.373994 -0.3 0.3 0.2
H 0.596504 5.467714 -0.108139 -0.4 -0.1 -0.4
H 0.730259 4.247214 1.087302 0.2 -0.4 -0.1
C -2.362006 -1.992468 -2.296143 -0.3 0.5 0.2
O -2.389214 -3.078649 -1.349958 1.4 0.0 0.8
C -2.393924 -4.341436 -2.011274 -1.4 -0.2 -0.7
C -2.659645 -5.394487 -0.994445 0.3 -0.7 0.9
N -1.544678 -5.500472 -0.007497 -0.3 1.2 -0.7
C -0.288963 -6.077414 -0.580644 -1.0 0.9 0.8
C 0.734735 -5.774908 0.482154 0.6 -1.6 0.4
O 0.827304 -4.396503 0.810739 -1.0 1.2 -0.6
C 1.758180 -4.135409 1.881717 0.6 -0.6 0.1
H -2.110137 -1.093184 -1.738752 0.1 0.0 -0.1
H -3.359741 -1.873975 -2.722153 0.0 -0.1 0.0
H -1.646182 -2.158884 -3.101842 0.1 -0.1 0.1
H -1.509692 -4.493115 -2.633846 0.1 0.1 0.1
H -3.276191 -4.351822 -2.662659 0.2 0.0 -0.3
H -2.845276 -6.388115 -1.411401 0.1 0.2 -0.4
H -3.555267 -5.145391 -0.423611 0.0 0.1 -0.1
H -1.887265 -6.157979 0.690765 0.2 0.5 0.5
H -0.137865 -5.597946 -1.544726 0.4 -0.1 0.0
H -0.455582 -7.147831 -0.702728 0.5 -0.1 -0.1
H 1.717766 -6.181506 0.231198 0.1 0.3 -0.2
H 0.424201 -6.320299 1.382728 0.0 0.1 0.0
H 1.437613 -4.613066 2.808731 -0.2 0.0 -0.1
H 1.904673 -3.071407 2.035301 -0.3 0.1 -0.3
H 2.693823 -4.600318 1.567502 0.1 0.2 0.2
C -6.239055 -1.390423 3.715244 -0.9 0.0 -0.2
O -4.859451 -1.058131 3.670007 0.4 -0.6 0.6
C -4.539581 -0.106677 2.728088 -0.5 0.7 -0.8
C -3.056994 0.200114 2.826008 -0.9 1.4 -1.0
N -2.670834 0.693764 4.135756 1.6 -4.0 -0.9
C -1.296015 1.101312 4.337079 -0.3 2.2 -0.2
C -1.079324 1.727010 5.703611 0.5 -0.2 0.2
O -1.250175 0.746825 6.675557 -0.3 -0.3 -0.2
C -1.464021 1.239563 7.981216 -0.6 0.3 1.3
H -6.825796 -0.473438 3.623255 -0.1 -0.1 0.0
H -6.536187 -1.885861 4.636364 0.6 0.2 0.3
H -6.525237 -2.099059 2.931934 0.2 0.3 -0.3
H -5.147897 0.804846 2.813645 0.1 0.1 0.4
H -4.730973 -0.403166 1.684844 0.1 -0.4 0.1
H -2.797629 0.919556 2.046760 0.2 0.1 0.1
H -2.541646 -0.743355 2.581600 0.4 0.1 0.6
H -2.901336 -0.133897 4.719142 -0.7 1.2 1.2
H -1.080141 1.898862 3.618095 0.0 -0.2 -0.2
H -0.628331 0.260402 4.106739 -0.2 -0.3 0.3
H -1.755570 2.585011 5.797691 -0.1 -0.1 0.2
H -0.054532 2.113748 5.744321 0.0 0.1 -0.2
H -2.475574 1.632499 8.150240 0.0 0.0 -0.5
H -0.785764 2.034797 8.304469 0.3 -0.1 -0.4
H -1.374557 0.423000 8.694441 0.2 -0.2 -0.3
C 4.705087 0.509080 1.926843 -0.1 0.2 0.7
O 4.404445 0.450866 0.545255 0.6 0.1 0.1
C 4.361425 1.728330 -0.112898 -0.3 -0.4 0.3
C 4.554814 1.472053 -1.584283 -0.7 0.9 -0.1
N 3.466453 0.603392 -2.107329 0.8 -0.8 -0.9
C 3.798558 0.155078 -3.491953 -0.5 -1.1 -0.3
C 3.637572 1.204112 -4.567451 0.4 0.8 0.2
O 4.662661 2.177131 -4.485606 0.0 0.0 0.5
C 4.466501 3.220798 -5.405763 -0.2 0.3 -0.8
H 5.764030 0.657325 2.160237 0.1 -0.3 -0.5
H 4.342257 -0.424205 2.351095 0.1 0.0 0.2
H 4.229490 1.353091 2.439961 -0.4 -0.1 -0.3
H 5.108807 2.401307 0.311506 0.2 -0.1 -0.2
H 3.378127 2.164305 0.101002 0.1 0.1 -0.2
H 5.515757 1.024622 -1.830170 0.0 -0.1 0.2
H 4.507420 2.434294 -2.098477 0.3 0.0 0.0
H 2.633987 1.161115 -2.327497 -0.2 0.1 1.0
H 3.083600 -0.635527 -3.751785 -0.1 0.1 0.1
H 4.750545 -0.376939 -3.542487 0.3 0.5 0.2
H 2.694367 1.745170 -4.400088 -0.2 -0.4 -0.2
H 3.637398 0.744743 -5.563034 -0.1 -0.1 0.0
H 4.673683 2.865945 -6.421029 0.1 0.1 0.0
H 5.107442 4.071939 -5.191493 0.3 -0.3 0.2
H 3.442027 3.620904 -5.417968 -0.1 -0.3 0.3



85
Properties=species:S:1:pos:R:3:forces:R:3 method="wB97M-V/def2-TZVPD" relative_energy_ev=0.0000 homo_ev=-9.0 smiles="C=CC[Si@@](CCCC)(/C(I)=C(/C)I)S(=O)(=O)C(F)(F)F.O=C1C=CC(=O)C=C1.O=C1C=CC(=O)C=C1.O=C1C=CC(=O)C=C1.O=C1C=CC(=O)C=C1" largest_force_ha_per_bohr=0.0224 orbital_gap_ev=7.2616
C -4.802468 -0.068976 0.477544 0.2 -0.2 0.2
C -4.051880 -1.124598 0.824554 -0.4 0.0 -0.1
C -3.543720 -2.106796 -0.182724 -0.4 -0.5 -0.1
Si -1.680925 -1.886617 -0.378298 -0.5 0.3 0.7
C -1.340104 -0.067227 -0.583630 0.4 0.1 -0.1
C -0.565698 0.629739 0.562100 -0.3 0.3 -0.1
C 0.423729 1.671631 0.044942 -0.1 0.2 0.2
C -0.204340 2.693753 -0.915286 0.1 -0.2 -0.2
C -0.790705 -2.736193 1.043516 0.3 -0.1 -0.2
I -1.993027 -3.592400 2.557390 0.0 0.0 0.0
C 0.529568 -2.867473 1.196296 -0.2 0.0 0.1
C 1.286479 -3.564292 2.283092 0.2 -0.1 -0.5
I 1.791672 -1.987738 -0.236217 0.0 0.0 0.0
S -1.012348 -2.982540 -2.269014 0.8 0.1 -0.3
O -0.257870 -2.043430 -3.071312 -0.3 0.1 -0.1
O -0.398116 -4.249894 -1.952135 -0.4 -0.1 0.2
C -2.482448 -3.419843 -3.368062 0.2 -0.3 -0.1
F -2.141995 -4.493284 -4.072549 0.0 0.0 0.0
F -2.749044 -2.427802 -4.206829 -0.2 0.1 0.2
F -3.571490 -3.710046 -2.651891 0.0 0.0 0.0
H -5.502111 -0.132316 -0.350223 0.9 0.4 -0.6
H -4.731343 0.860393 1.033076 -0.8 -0.3 0.6
H -3.823815 -1.299687 1.872305 0.9 0.5 -0.1
H -3.748076 -3.156411 0.046864 -0.1 0.0 0.0
H -3.983656 -1.867461 -1.155680 -0.1 -0.1 0.0
H -2.326676 0.395949 -0.658027 0.0 -0.1 -0.1
H -0.845182 0.114396 -1.541193 0.1 -0.2 0.0
H -0.069996 -0.077220 1.227991 0.1 0.0 0.0
H -1.295112 1.171945 1.172501 0.0 -0.2 0.1
H 1.274777 1.177757 -0.431729 0.0 0.0 0.0
H 0.815380 2.217125 0.909215 0.1 -0.1 0.0
H 0.203670 3.687514 -0.760060 -0.1 0.0 0.0
H -1.292463 2.733690 -0.833981 0.0 0.1 0.2
H 0.015673 2.445342 -1.955238 -0.1 0.0 0.0
H 2.213806 -3.959128 1.872488 0.0 0.0 0.0
H 0.725488 -4.404958 2.684224 -0.1 0.1 0.2
H 1.570880 -2.870454 3.073343 -0.2 0.0 0.1
C -9.188208 -0.128146 -0.802619 0.0 0.0 0.0
C -10.255352 0.480154 -0.292919 0.0 0.0 0.0
C -10.352851 1.962094 -0.254962 0.0 0.0 0.0
O -11.323346 2.516840 0.210862 0.0 0.0 0.0
C -9.213482 2.738317 -0.809155 0.0 0.0 0.0
C -8.146812 2.129376 -1.319056 0.0 0.0 0.0
C -8.051922 0.648987 -1.356264 0.0 0.0 0.0
O -7.077940 0.094170 -1.821155 -0.1 0.0 -0.1
H -9.091460 -1.205691 -0.841052 0.0 0.0 0.0
H -11.097668 -0.062673 0.116492 0.0 0.0 0.0
H -9.308540 3.815943 -0.770048 0.0 0.0 0.0
H -7.303427 2.671104 -1.728125 0.0 0.0 0.0
C 5.602367 -6.853832 4.262151 0.0 0.0 0.0
C 4.399764 -6.306325 4.412461 0.0 0.0 0.0
C 4.185559 -4.852658 4.205113 0.0 0.0 0.0
O 3.088741 -4.352442 4.341493 0.1 -0.1 0.1
C 5.360925 -4.031866 3.820597 0.0 0.0 0.0
C 6.563678 -4.578613 3.669558 0.0 0.0 0.0
C 6.780444 -6.033897 3.878370 0.0 0.0 0.0
O 7.875358 -6.531839 3.740046 0.0 0.0 0.0
H 5.785927 -7.910566 4.408339 0.0 0.0 0.0
H 3.525923 -6.881776 4.690331 0.0 0.0 0.0
H 5.176335 -2.975174 3.673278 0.0 0.0 0.0
H 7.436917 -4.003101 3.390159 0.0 0.0 0.0
C 3.828878 2.704411 -4.108710 0.0 0.0 0.0
C 2.882776 3.062093 -3.244804 0.0 0.0 -0.2
C 2.458810 4.478311 -3.125838 0.0 -0.1 0.0
O 1.604894 4.811934 -2.327651 0.2 0.2 -0.1
C 3.115922 5.477351 -4.004302 0.0 0.0 0.0
C 4.063111 5.117299 -4.864925 0.0 0.0 0.0
C 4.495501 3.699287 -4.983163 0.0 0.0 0.0
O 5.357856 3.374954 -5.770115 0.0 0.0 0.0
H 4.157165 1.678867 -4.218414 0.0 0.0 0.0
H 2.385436 2.349294 -2.602936 0.0 0.0 0.0
H 2.782676 6.501584 -3.894445 0.0 0.0 0.0
H 4.563140 5.824145 -5.514773 0.0 0.0 0.0
C 3.394709 4.607543 1.705413 0.0 0.0 0.0
C 3.370474 3.970424 0.537655 0.0 0.0 0.0
C 4.251865 2.803180 0.284920 0.0 0.0 0.1
O 4.234800 2.215114 -0.776745 0.0 0.0 0.1
C 5.154604 2.370819 1.381807 0.0 0.0 0.0
C 5.178054 3.008572 2.548416 0.0 0.0 0.0
C 4.298742 4.179166 2.803141 0.0 0.0 0.0
O 4.318097 4.758806 3.866537 0.0 0.0 0.0
H 2.762001 5.460619 1.915527 0.0 0.0 0.0
H 2.712045 4.265465 -0.271039 0.0 0.0 0.0
H 5.783519 1.515346 1.170012 0.0 0.0 0.0
H 5.827478 2.714581 3.363172 0.0 0.0 0.0



11
Properties=species:S:1:pos:R:3:forces:R:3 method="wB97M-V/def2-TZVPD" relative_energy_ev=4.1977 homo_ev=-10.9 largest_force_ha_per_bohr=0.1393 orbital_gap_ev=11.4961
C 0.922478 1.327914 -0.126928 3.6 2.5 -3.8
C 0.287896 -0.103711 -0.086214 0.9 2.1 -0.5
C 0.891602 -0.749942 1.074347 6.8 -2.1 -0.9
H 2.133012 1.472902 -0.401426 -2.8 -1.6 0.8
H 0.665292 2.167993 -0.859208 -1.0 -1.9 0.1
H 0.912835 1.958543 0.718238 -0.6 -0.3 1.9
H 0.407147 -0.417349 1.929022 -1.0 -0.6 1.9
H 2.094134 -0.035588 1.190745 -3.4 -3.1 -0.2
H 1.280681 -2.292572 0.757247 -1.5 4.7 1.3
F 0.469847 -0.847891 -1.200498 0.3 0.3 -0.7
Cl -1.431388 0.113619 0.135449 -1.3 0.0 0.0



12
Properties=species:S:1:pos:R:3:forces:R:3 method="wB97M-V/def2-TZVPD" relative_energy_ev=0.3643 homo_ev=-9.9 smiles="C=C(Cl)[C@@H](C)Cl" largest_force_ha_per_bohr=0.0394 orbital_gap_ev=10.7286
C -0.630712 -0.052622 1.452989 0.4 0.8 0.2
C -0.102445 -0.747875 0.208837 1.3 -1.2 0.3
C 0.767673 0.075667 -0.691799 0.8 1.0 -0.2
C 0.417695 0.745271 -1.791670 -0.9 1.1 1.4
H -1.322330 -0.711540 1.968462 -0.1 -0.1 0.0
H 0.210796 0.135757 2.164865 -0.7 0.2 -0.7
H -1.182005 0.877178 1.156703 0.6 -0.7 0.4
H 0.508734 -1.653855 0.490883 -0.7 0.9 -0.1
H 0.990004 1.584968 -2.159504 0.6 -0.5 -0.3
H -0.653301 0.870315 -2.014357 0.5 -0.8 -0.1
Cl -1.435944 -1.334234 -0.750584 -1.1 -0.6 -0.4
Cl 2.431835 0.210970 -0.034825 -0.8 0.0 -0.4



38
Properties=species:S:1:pos:R:3:forces:R:3 method="wB97M-V/def2-TZVPD" relative_energy_ev=4.3463 homo_ev=-9.8 smiles="CCCCCCCCCCOS(N)(=O)=O" largest_force_ha_per_bohr=0.0864 orbital_gap_ev=10.4179
C -1.925540 -1.640044 -2.556694 0.0 -0.9 -0.6
C -2.327954 -1.317353 -1.036617 -1.4 -0.5 -2.7
C -1.325861 -0.887700 -0.003776 -1.4 -1.4 1.9
C -2.175243 -0.476996 1.291663 -2.2 -2.5 -1.8
C -1.465205 -0.022392 2.536818 -0.3 0.6 4.4
C -0.927566 1.389604 2.593063 0.1 1.1 -3.6
C 0.007605 1.816653 1.385096 0.5 -2.6 -0.2
C 1.471385 1.070058 1.593164 -2.6 0.5 0.6
C 2.112124 1.616727 0.332619 2.1 -0.5 -1.6
C 3.219554 0.668472 -0.086060 -1.4 0.4 -1.2
H -1.511768 -0.760713 -3.108762 0.7 -0.7 0.9
H -2.880212 -1.691672 -3.204893 1.2 -0.8 1.3
H -1.263126 -2.673704 -2.702446 -1.8 2.7 0.3
H -3.095096 -2.122599 -0.827561 1.0 0.9 0.6
H -2.842457 -0.358296 -1.134047 -0.9 -0.3 -0.4
H -0.628134 -1.730196 0.232395 0.2 1.3 -0.2
H -1.050681 0.051921 -0.391440 2.0 0.5 -0.4
H -3.070545 0.234179 0.846217 2.3 -1.4 1.6
H -2.705309 -1.515668 1.524595 0.7 2.2 -0.1
H -0.594232 -0.703247 3.030537 -2.4 0.9 -1.6
H -2.304040 0.233945 3.424040 1.8 -2.0 -2.0
H -0.379891 1.615369 3.464404 0.9 -0.2 1.2
H -1.775732 2.047062 2.684699 -0.5 0.6 -0.4
H 0.328970 2.814433 1.498631 -0.1 1.5 0.2
H -0.298496 1.752042 0.186532 0.3 -0.3 3.5
H 1.441567 -0.118277 1.573977 -0.1 2.6 0.4
H 1.963515 1.586107 2.719452 -1.2 -1.9 -3.7
H 2.396511 2.590952 0.615304 1.3 1.2 0.1
H 1.699134 1.816464 -0.733188 -1.0 -0.4 2.6
H 3.641688 0.212024 0.770063 1.1 -0.6 0.4
H 3.840801 1.026150 -0.882697 1.1 0.4 0.2
H 2.106479 -2.617590 -2.539653 -1.8 2.9 0.5
H 0.466924 -1.999995 -2.589264 -0.2 0.8 0.0
N 1.417341 -1.767618 -2.364975 2.7 -3.2 -0.8
O 2.491002 -0.437168 -0.782356 2.1 -0.6 3.9
O 3.082898 -0.005032 -3.076197 0.3 0.3 0.0
O 0.847402 0.568986 -2.106183 0.0 0.4 -1.2
S 2.012188 -0.264887 -2.176459 -3.0 -1.2 -2.2



36
Properties=species:S:1:pos:R:3:forces:R:3 method="wB97M-V/def2-TZVPD" relative_energy_ev=0.9925 homo_ev=-10.3 smiles=CCO.CCO.CCO.CCO largest_force_ha_per_bohr=0.0273 orbital_gap_ev=11.0004
C -2.231481 -14.165693 -7.123849 0.6 -0.3 -1.0
C -1.659493 -12.770252 -7.117716 -0.4 0.6 1.0
O -1.875154 -12.232803 -5.790941 0.1 -0.2 -0.3
H -3.289275 -14.233852 -6.890240 0.0 0.2 0.4
H -1.618622 -14.796463 -6.481406 -0.3 0.0 0.3
H -2.123822 -14.589638 -8.132629 0.0 0.1 0.1
H -2.156070 -12.092966 -7.818527 0.1 -0.2 -0.3
H -0.584992 -12.794104 -7.311207 0.0 0.0 -0.2
H -1.496996 -11.350620 -5.749264 0.0 0.0 0.0
C 0.215355 -15.842226 -10.201939 -0.7 0.3 -1.2
C 1.249299 -16.656764 -10.955951 0.5 0.2 0.6
O 2.486834 -16.657115 -10.229120 -0.3 -0.1 0.1
H 0.558212 -14.847671 -9.919160 0.4 -0.2 0.2
H -0.270823 -16.350906 -9.375137 0.3 -0.1 0.2
H -0.563265 -15.633517 -10.954356 -0.1 -0.1 0.3
H 1.428214 -16.206373 -11.936668 -0.1 -0.1 -0.1
H 0.888369 -17.680034 -11.087810 0.0 0.0 -0.1
H 3.005704 -17.421376 -10.494293 0.0 0.1 0.0
C -0.655596 -12.043326 -11.655489 0.0 0.7 0.8
C -2.156740 -12.234346 -11.687170 0.2 -0.6 -0.6
O -2.764525 -11.001353 -12.044837 0.0 0.0 0.3
H -0.113676 -12.983554 -11.595052 0.0 -0.1 -0.1
H -0.426859 -11.447572 -10.763058 0.2 -0.2 0.0
H -0.298871 -11.429910 -12.481100 -0.1 -0.3 -0.3
H -2.501241 -12.620729 -10.722583 -0.1 0.2 0.1
H -2.415452 -13.011900 -12.421743 0.0 0.2 0.0
H -3.634927 -10.955017 -11.643889 -0.1 0.0 0.0
C 5.125272 -18.676706 -10.587600 0.2 0.5 0.7
C 6.269002 -19.601783 -10.910284 0.0 -0.6 -0.3
O 6.970346 -19.206416 -12.086593 0.0 -0.1 0.2
H 4.537761 -19.089014 -9.761259 -0.2 0.0 -0.2
H 4.502687 -18.469312 -11.457760 -0.1 -0.2 -0.1
H 5.510481 -17.719461 -10.227395 0.0 0.0 -0.2
H 5.907533 -20.634011 -11.013688 0.0 0.1 -0.1
H 6.989038 -19.639816 -10.095237 0.1 0.2 0.0
H 6.391202 -19.391892 -12.831768 0.1 0.1 -0.1